(1)
Density functional theory data (the ωB97M-V functional and the def2-TZVPD basis) for the ion C3H9N3O2 with charge -2 in a non-equilibrium geometry.

Each line ends with the Löwdin charge.
Cartesian coordinates (Å):
C -1.645190 0.920713 0.627910  -0.12
C -0.712908 -0.743539 -1.058758  -0.12
C -0.395658 0.283908 0.066521  -0.46
N 0.430286 -0.381951 1.133562  -0.06
N 2.320318 0.440397 -0.149727  -0.28
N 1.824169 -0.568403 0.740357  -0.37
O 1.936058 1.756234 0.147685  -0.52
O 1.827946 -1.798373 0.005456  -0.49
H -1.793203 1.937206 0.338254  0.03
H -2.678346 0.447543 0.355002  0.07
H -1.577568 0.866208 1.702490  0.03
H -1.340294 -1.459947 -0.693996  0.02
H 0.278874 -1.226236 -1.252881  0.04
H -0.829171 -0.177580 -1.906912  0.02
H 0.250815 1.096505 -0.326317  0.08
H 0.304669 -1.454653 1.254822  0.09
H 1.799202 0.061965 -0.983464  0.04

Atomic forces in eV per Å
C -2.0 -1.2 0.1
C 4.4 1.4 1.3
C 0.5 -1.8 -0.5
N -0.9 -0.5 0.6
N -0.3 -0.3 -1.4
N 0.9 -1.4 1.3
O 0.1 -0.1 0.1
O 0.6 0.7 0.2
H 0.2 1.0 -0.2
H 1.7 0.2 0.2
H 0.0 0.2 0.6
H -2.4 -1.9 0.3
H -0.8 -0.1 0.4
H -1.7 1.0 -2.5
H -0.2 -0.4 0.4
H -0.7 2.3 -0.6
H 0.6 1.0 -0.2

Computed properties:
ΔE to the lowest compared entry with this formula, charge and spin (kJ/mol): 252.55
SMILES: CC(C)NN([O-])N[O-]
Charge: -2



(2)
Density functional theory data (the ωB97M-V functional and the def2-TZVPD basis) for a structure of composition C12H20InS in a non-equilibrium geometry.

Each line ends with the Löwdin charge.
Cartesian coordinates (Å):
C 0.399912 -0.141494 4.398664  -0.19
C 0.003158 0.054675 2.846794  -0.62
S -0.715033 1.719150 2.449463  0.63
C -1.380155 1.763714 0.695712  -0.63
In -1.542921 -0.302604 -0.276518  0.59
C -3.361638 -1.453604 0.534800  -0.30
C -1.548497 -0.246363 -2.538182  -0.32
C -0.165963 -0.852498 -3.178410  -0.28
C 1.033541 -0.279882 -2.251091  -0.23
C 2.011844 -1.233002 -1.492425  -0.07
C 3.093311 -0.554173 -0.597013  -0.09
C 3.159470 0.999203 -0.495327  -0.10
C 2.206916 1.944512 -1.282626  -0.08
C 1.129616 1.282796 -2.172754  -0.05
H -0.238608 -1.013498 4.808361  0.07
H 1.488167 -0.509099 4.441671  0.06
H 0.228867 0.775437 5.054250  0.05
H 0.960087 -0.089090 2.228580  0.05
H -0.742994 -0.769709 2.586999  0.03
H -0.700731 2.482659 0.094227  -0.02
H -2.440609 2.216317 0.735403  -0.02
H -0.107243 -1.232352 0.348089  -0.04
H -3.622842 -2.203300 -0.298738  -0.04
H -3.016747 -2.017135 1.483248  -0.03
H -4.184760 -0.690481 0.740431  -0.04
H -2.399478 -0.872637 -3.009936  0.03
H -1.646374 0.818652 -2.982613  0.02
H -0.004964 -0.450167 -4.250594  0.10
H -0.190126 -1.998195 -3.195592  0.09
H 1.897944 -2.373243 -1.583898  0.10
H 3.798349 -1.249430 -0.011320  0.08
H 3.948083 1.473087 0.182828  0.07
H 2.249027 3.085579 -1.237678  0.08
H 0.401389 1.916172 -2.774806  0.09

Atomic forces in eV per Å
C -0.3 -0.7 -0.3
C 0.6 -1.0 -0.1
S -0.2 -0.1 -0.1
C 0.0 0.8 -0.3
In 0.0 -0.4 0.5
C 0.3 -0.1 -0.1
C 0.2 -0.3 -2.0
C 0.4 1.1 1.0
C 1.7 0.7 0.5
C 0.2 4.7 0.2
C -2.6 1.6 -2.0
C -1.8 -1.1 -1.7
C -0.7 -4.3 -0.6
C 2.8 -2.3 2.1
H 0.9 1.5 -0.5
H -1.6 0.8 0.1
H 0.4 -1.2 -0.9
H -1.6 0.1 0.7
H 1.1 1.2 0.1
H -1.1 -1.2 1.0
H 1.6 -0.6 0.2
H -0.5 0.1 -0.4
H 0.0 1.1 1.4
H -0.8 0.9 -1.4
H 0.8 -1.4 -0.2
H 1.1 1.0 0.8
H 0.0 -1.6 0.8
H -0.2 -0.8 1.6
H 0.2 1.7 0.1
H 0.2 2.1 0.2
H -1.1 1.5 -0.9
H -1.3 -0.8 -1.1
H 0.1 -1.9 0.1
H 1.1 -1.0 1.0

Computed properties:
Electronic energy (Eh): -1057.333645
Charge: -1



(3)
Density functional theory data (the ωB97M-V functional and the def2-TZVPD basis) for the molecule C7H12O in a non-equilibrium geometry.

Each line ends with the Löwdin charge.
Cartesian coordinates (Å):
C 0.671064 -1.868493 1.473267  -0.02
C -0.323765 1.059595 -1.880404  -0.05
C -2.196071 1.312581 -0.209570  -0.07
C 1.637791 -1.032329 0.487796  -0.39
C -0.748722 0.995298 -0.439162  -0.35
C 1.439263 0.271726 0.293080  -0.09
C 0.098197 0.788790 0.573198  -0.10
O 2.584688 -1.824477 -0.019064  0.02
H 2.127207 -2.608480 0.557864  0.15
H 2.142056 0.791279 -0.341637  0.11
H -0.271518 0.804675 1.591262  0.11
H -0.279151 -2.030869 0.971262  0.08
H 1.051262 -2.817167 1.862686  0.08
H 0.486524 -1.249781 2.342399  0.07
H 0.746354 0.933784 -2.008012  0.06
H -0.827370 0.284098 -2.461428  0.08
H -2.475893 1.162534 0.831714  0.07
H -2.815327 0.663211 -0.831817  0.08
H -2.432998 2.343447 -0.483598  0.08
H -0.613593 2.020578 -2.309837  0.08

Atomic forces in eV per Å
C 0.2 1.9 -1.1
C 0.0 -0.2 0.1
C 0.0 0.0 0.1
C -2.1 0.4 2.2
C -0.1 0.9 0.2
C 0.7 -0.8 -0.3
C -0.4 -0.1 -0.5
O -1.2 -3.3 2.2
H 3.2 1.3 -2.8
H 0.0 0.2 -0.1
H -0.1 0.1 0.1
H -0.1 -0.2 0.0
H 0.4 -0.1 -0.3
H -0.2 0.0 0.2
H 0.0 0.0 0.0
H 0.0 0.0 -0.1
H 0.0 0.0 0.0
H -0.1 0.0 0.0
H 0.0 0.0 0.0
H 0.0 0.0 0.0

Computed properties:
ΔE to the lowest compared entry with this formula, charge and spin (kJ/mol): 193.17
SMILES: CC(C)=C/C=C(\C)O
Charge: 0



(4)
Density functional theory data (the ωB97M-V functional and the def2-TZVPD basis) for the molecule C5H11NO.

Each line ends with the Löwdin charge.
Cartesian coordinates (Å):
C 0.880712 1.111387 -1.047367  -0.05
C 0.657396 -0.220240 -0.334472  -0.40
C 1.558065 -0.362651 0.891685  -0.06
N -0.753299 -0.425772 0.000628  -0.13
C -1.445569 0.516549 0.857811  -0.06
C -1.448593 -1.400963 -0.645486  -0.33
O -0.989513 -2.175162 -1.464572  0.01
H 0.643352 1.961866 -0.397530  0.08
H 1.930733 1.204909 -1.340674  0.08
H 0.266375 1.181096 -1.949556  0.09
H 0.882448 -1.033419 -1.028760  0.13
H 1.358256 -1.301828 1.416109  0.09
H 2.607635 -0.359979 0.580241  0.08
H 1.426328 0.466083 1.597565  0.07
H -0.755925 0.912449 1.607243  0.08
H -1.868292 1.363037 0.301362  0.09
H -2.258519 0.015957 1.393126  0.09
H -2.513056 -1.435941 -0.340698  0.14

Atomic forces in eV per Å
C 0.0 0.1 0.0
C 0.1 0.0 -0.1
C 0.0 0.0 0.1
N -0.1 -0.2 -0.1
C -0.1 0.1 0.1
C 0.1 0.0 0.0
O -0.1 0.2 0.2
H 0.0 -0.1 -0.1
H -0.1 0.0 0.0
H 0.1 0.0 0.1
H 0.0 0.1 0.1
H 0.0 0.1 -0.1
H -0.1 0.0 0.0
H 0.0 -0.1 -0.1
H -0.1 -0.1 -0.1
H 0.1 -0.1 0.1
H 0.1 0.1 -0.1
H 0.1 0.0 0.0

Computed properties:
ΔE to the lowest compared entry with this formula, charge and spin (kJ/mol): 45.10
SMILES: CC(C)N(C)C=O
Charge: 0



(5)
Density functional theory data (the ωB97M-V functional and the def2-TZVPD basis) for a cluster of 2 separate species, C2H3Cl2NO2 in total in a non-equilibrium geometry.

Each line ends with the Löwdin charge.
Cartesian coordinates (Å):
C -0.056929 -0.692882 1.047840  -0.24
C 1.260645 -0.468832 0.792282  -1.07
N -0.884734 -2.191132 3.625861  -0.19
O -1.656948 -1.850682 2.736156  -0.07
O 0.222896 -1.632267 3.655171  -0.07
Cl 2.178384 -1.927127 0.922336  0.69
Cl 2.231949 0.934543 1.119311  0.66
H -0.846015 -0.021509 0.907290  0.09
H -0.579915 -1.545815 0.599380  0.11
H -0.178201 -0.882383 2.230424  0.11

Atomic forces in eV per Å
C -2.8 -0.5 -0.7
C 2.8 -0.6 0.9
N 0.0 0.4 -0.4
O 0.1 -0.4 0.8
O -0.5 -0.1 -0.2
Cl 0.2 0.4 -0.5
Cl -1.1 -0.6 -0.4
H -0.4 2.3 -0.1
H 1.2 -0.5 0.3
H 0.6 -0.3 0.3

Computed properties:
ΔE to the lowest compared entry with this formula, charge and spin (kJ/mol): 632.78
Charge: 0



(6)
Density functional theory data (the ωB97M-V functional and the def2-TZVPD basis) for a cluster of 9 separate species, C28H45F3O27 in total in a non-equilibrium geometry.

Each line ends with the Löwdin charge.
Cartesian coordinates (Å):
C 2.098157 4.374859 -5.171435  -0.03
C 1.556017 3.732555 -6.561219  -0.29
O 0.857983 2.586292 -6.080145  0.13
C 1.245638 2.316489 -4.809364  -0.44
O 0.953023 1.243143 -4.220020  0.08
O 2.137078 3.261265 -4.289976  0.04
F 2.481981 3.461396 -7.461928  0.11
H 1.266248 4.998983 -4.845097  0.13
H 2.955701 5.043469 -5.246773  0.14
H 0.822756 4.393829 -7.022898  0.16
C -6.130789 -0.070624 2.246388  -0.05
C -6.905712 1.288510 1.772063  -0.32
O -6.265891 2.270432 2.507205  0.13
C -5.561972 1.624646 3.546067  -0.46
O -4.983727 2.269116 4.411946  0.14
O -5.730715 0.291894 3.535938  0.07
F -8.163827 1.296360 2.177936  0.10
H -5.280067 -0.441915 1.674975  0.12
H -6.770584 -0.946143 2.356979  0.13
H -6.859462 1.360941 0.685454  0.15
C -2.313032 -4.528293 3.474507  -0.09
C -2.237001 -3.999372 4.911283  -0.31
O -1.859671 -5.218609 5.588180  0.11
C -1.552970 -6.264863 4.749813  -0.46
O -1.062064 -7.339008 5.135872  0.14
O -1.598460 -5.717290 3.509124  0.04
F -3.469303 -3.648902 5.249407  0.11
H -1.809776 -3.833679 2.801936  0.11
H -3.279645 -4.903644 3.138542  0.16
H -1.508789 -3.195150 4.806225  0.14
C 1.823327 0.830281 4.833406  -0.02
O 1.215817 -0.121597 3.985434  0.08
C 1.693049 -1.445954 3.954320  -0.33
O 2.720112 -1.749899 4.630671  0.42
O 0.957747 -2.224791 3.180766  0.08
C 1.171322 -3.641989 3.162188  0.04
H 1.593501 0.757849 5.896440  0.12
H 1.609714 1.866878 4.572791  0.11
H 2.897428 0.865662 4.651282  0.11
H 2.146518 -4.039837 3.442924  0.12
H 1.098011 -4.096562 2.174213  0.13
H 0.386590 -4.133495 3.737272  0.09
C -1.111873 -0.953986 8.386558  -0.02
O -1.700646 0.181400 7.694460  0.01
C -1.743398 0.187532 6.335028  -0.51
O -1.446713 -0.737383 5.599695  0.09
O -2.244240 1.409511 5.949274  0.00
C -1.885188 1.986119 4.733855  -0.07
H -1.661969 -1.127905 9.311354  0.10
H -0.077699 -0.691587 8.609562  0.09
H -1.071273 -1.913990 7.871935  0.08
H -0.867161 2.372716 4.781688  0.09
H -2.554864 2.817977 4.515584  0.09
H -2.114303 1.380653 3.856923  0.09
C 7.124277 -1.317857 -8.707579  -0.06
O 6.514897 -1.090772 -7.480431  0.01
C 5.239120 -0.895421 -7.256404  -0.53
O 4.372199 -0.830331 -8.150164  0.08
O 5.040960 -0.745718 -5.888316  -0.05
C 3.694794 -0.449186 -5.315401  0.01
H 8.202257 -1.247072 -8.562516  0.10
H 6.802409 -0.702414 -9.547656  0.10
H 6.941798 -2.293386 -9.158273  0.10
H 3.400417 0.587714 -5.477543  0.08
H 3.738473 -0.705797 -4.256933  0.08
H 3.122035 -1.247439 -5.787445  0.10
C 1.255744 -1.285420 -1.730931  -0.03
O 0.228043 -1.851044 -0.954460  -0.01
C -0.025206 -1.316751 0.240116  -0.46
O 0.625903 -0.430287 0.807288  0.10
O -1.285951 -1.835757 0.742192  -0.05
C -1.855589 -1.266609 1.854847  -0.10
H 1.556482 -1.701683 -2.692383  0.11
H 2.193813 -1.254258 -1.176725  0.11
H 0.846346 -0.335331 -2.074181  0.07
H -2.818388 -1.731069 2.067912  0.10
H -2.010235 -0.213162 1.621524  0.10
H -1.217007 -1.291659 2.737843  0.07
C 1.921161 2.038052 -0.414671  -0.01
O 2.900283 2.474132 -1.417148  -0.03
C 3.741468 3.534180 -1.251610  -0.48
O 3.966106 4.193782 -0.187926  0.05
O 4.423209 3.771061 -2.424762  -0.04
C 5.398041 4.830610 -2.564640  -0.03
H 2.334903 1.488979 0.431166  0.09
H 1.172844 1.407349 -0.894626  0.06
H 1.306194 2.901194 -0.159917  0.10
H 5.768183 5.247925 -1.628191  0.09
H 5.094778 5.604149 -3.270171  0.09
H 6.344602 4.439507 -2.937673  0.09
C -2.986730 0.137263 -4.389000  0.00
C -3.250383 -0.653144 -3.086149  -0.33
C -2.222497 -0.339616 -2.064533  -0.16
O -2.680382 0.744432 -1.371403  0.12
C -4.006394 0.774051 -1.517237  -0.50
O -4.793396 1.468687 -0.918931  0.15
O -4.368558 -0.126683 -2.497542  0.08
H -1.947588 0.240080 -4.701602  0.08
H -3.388410 1.150426 -4.405180  0.10
H -3.547032 -0.407338 -5.148972  0.08
H -3.504929 -1.671602 -3.379492  0.16
H -1.291661 -0.017952 -2.531620  0.12
H -1.936342 -1.263107 -1.561157  0.12

Atomic forces in eV per Å
C -1.9 -0.2 -1.9
C -0.7 2.0 2.3
O 0.9 0.3 0.7
C 0.8 -3.6 2.2
O 0.8 4.3 -2.0
O -1.3 -1.3 -1.1
F 0.8 -0.9 -0.4
H 0.0 0.2 0.1
H 0.5 -0.9 0.1
H 0.0 -0.1 0.0
C -1.8 0.2 -0.6
C 2.0 -2.4 -0.5
O 1.8 -1.2 0.8
C 0.3 2.9 2.3
O -1.2 -1.9 -2.3
O 1.0 1.1 0.4
F -1.7 -0.5 0.3
H 0.1 0.8 -0.4
H -0.5 0.3 -0.1
H 0.2 0.7 0.1
C -0.3 -0.2 -0.4
C -0.2 -2.9 -2.7
O -0.1 0.9 1.3
C 2.7 -1.1 1.5
O -2.5 4.1 -2.0
O 1.6 -2.8 -0.5
F -0.4 0.9 1.2
H -0.4 -0.2 -0.4
H -0.5 1.3 0.1
H 0.0 0.3 1.9
C 2.0 1.9 0.9
O 0.8 -4.4 -0.5
C -2.9 2.5 -1.3
O -0.9 0.1 -0.5
O 2.1 1.9 1.7
C 0.1 -2.6 -0.2
H -0.1 -0.7 -0.2
H -1.1 -0.4 -0.7
H 0.2 -0.5 0.3
H 0.2 0.8 0.7
H -0.5 1.0 -0.5
H 0.2 0.3 0.3
C 0.3 0.0 0.0
O 0.0 -0.6 -1.3
C -0.6 0.7 0.2
O 0.2 0.8 0.5
O 0.4 -1.9 1.9
C -0.4 0.6 -1.5
H 0.0 0.4 -0.1
H -0.1 0.1 0.2
H -0.4 0.3 -0.6
H 0.1 -0.2 -0.2
H 0.0 0.2 0.8
H 0.6 -0.7 0.1
C 0.3 -0.6 -2.1
O 0.5 0.0 2.0
C -3.2 0.7 -1.4
O 1.9 -0.2 2.7
O 0.4 0.4 -0.8
C 1.3 -1.6 -1.4
H -0.2 0.3 0.1
H -0.1 0.8 0.5
H -0.3 -0.5 0.7
H 0.0 -0.4 -0.2
H 0.5 0.3 -0.1
H -1.0 0.8 -0.1
C 1.1 1.8 -0.6
O -1.3 -1.6 1.3
C -1.0 1.7 1.4
O -1.6 -2.4 -1.1
O 3.7 -1.0 -3.1
C -0.1 1.9 1.1
H -1.0 -1.4 0.3
H -0.2 0.6 0.2
H 0.7 0.5 0.4
H 0.2 -0.2 -0.2
H -0.3 0.2 0.3
H -0.1 -0.2 0.1
C -0.2 1.2 -0.6
O 0.7 0.5 -0.1
C 1.4 2.1 3.0
O -1.4 -2.7 -3.8
O -1.0 -0.5 0.7
C 0.9 -0.2 0.7
H 0.3 0.4 -0.1
H 0.7 -0.2 -0.5
H 0.5 0.2 0.7
H -1.0 0.2 0.3
H -0.5 -0.1 0.3
H -0.4 -0.7 -0.5
C -0.5 -0.5 -0.8
C 0.8 1.1 -2.6
C 3.4 -2.3 -1.6
O -0.9 0.8 1.7
C -2.4 0.4 -0.2
O 1.3 -1.0 -0.7
O -2.4 1.5 2.2
H 0.1 -0.5 0.2
H -0.1 0.0 0.5
H 0.2 0.2 -0.4
H 0.7 -0.2 0.6
H 0.0 0.0 -0.2
H -0.5 0.4 1.2

Computed properties:
<S²>: 0.7567
Spin multiplicity: 2
Electronic energy (Eh): -3424.487965
Charge: +1